# 1
15
Properties=species:S:1:pos:R:3:mulliken_charge:R:1 method="wB97M-V/def2-TZVPD" gap_ev=10.87 total_charge=0 multiplicity=1
C 1.19 0.47 1.32 -0.71
C 0.01 -0.52 -2.10 -0.96
C 0.24 -0.94 -0.69 0.87
O 0.24 0.43 0.25 -0.37
O 0.79 -1.88 -0.24 -0.47
H 2.05 1.04 1.00 0.26
H 1.48 -0.54 1.62 0.32
H 0.74 0.95 2.19 0.30
H 0.96 -0.57 -2.63 0.33
H -0.69 -1.23 -2.54 0.32
H -0.43 0.47 -2.16 0.31
N -1.96 1.04 1.49 -0.65
C -1.49 0.23 0.69 0.76
O -1.76 -0.74 -0.02 -0.56
H -1.38 1.78 1.83 0.26


# 2
14
Properties=species:S:1:pos:R:3:mulliken_charge:R:1 method="wB97M-V/def2-TZVPD" gap_ev="8.23 / 8.20" total_charge=0 multiplicity=1
C 1.95 -0.21 -1.37 -0.48
O 0.78 0.22 -1.03 -0.22
C 0.23 0.19 0.16 -0.51
C -1.12 0.73 0.27 0.28
C -1.87 0.64 1.52 -0.43
O -1.31 1.88 1.11 -0.43
H 2.19 -0.09 -2.42 0.24
H 2.69 -0.40 -0.60 0.33
H 1.10 -2.16 -0.64 0.06
H 0.88 0.03 1.01 0.41
H 0.53 -2.03 -0.15 -0.01
H -1.67 0.78 -0.67 0.29
H -1.40 0.18 2.39 0.23
H -2.96 0.58 1.49 0.24


# 3
16
Properties=species:S:1:pos:R:3:mulliken_charge:R:1 method="wB97M-V/def2-TZVPD" gap_ev=10.62 total_charge=0 multiplicity=1 smiles="C[C@@H](O)CNC=O"
C 1.75 -0.35 -1.33 -1.35
C 0.32 -0.32 -0.81 0.56
O -0.01 -1.63 -0.41 -0.56
C 0.18 0.69 0.33 -0.93
N -1.19 0.95 0.76 -0.05
C -1.88 0.10 1.54 0.03
O -1.49 -1.01 1.89 -0.63
H 2.04 0.60 -1.79 0.37
H 1.83 -1.14 -2.08 0.33
H 2.44 -0.59 -0.52 0.34
H -0.36 0.01 -1.62 0.11
H -0.53 -1.61 0.41 0.42
H 0.76 0.34 1.20 0.34
H 0.60 1.65 0.01 0.40
H -1.61 1.83 0.53 0.24
H -2.86 0.49 1.87 0.38


ΔE to the lowest compared entry with this formula, charge and spin
In order: 289.1 601.0 69.9
Unit: kJ/mol